Record 1
152
Properties=species:S:1:pos:R:3 method="wB97M-V/def2-TZVPD" lumo_energy_ev=-9.17 charge=+1 homo_lumo_gap_ev=1.481
Al -14.70 -5.98 -7.14
As -14.07 -1.83 -9.28
F -13.88 -3.33 -8.31
F -15.83 -1.90 -9.07
F -14.31 -0.41 -10.27
F -12.34 -1.72 -9.48
F -14.12 -2.86 -10.72
F -13.95 -0.81 -7.86
N -12.20 -7.22 -7.78
S -11.41 -8.54 -7.48
O -10.80 -8.66 -6.18
O -10.85 -9.31 -8.57
F -12.77 -9.39 -7.21
S -10.83 -6.42 -8.39
O -10.57 -6.59 -9.79
O -9.76 -6.23 -7.46
F -11.54 -5.01 -8.30
C -6.79 -10.45 -14.64
C -8.30 -10.23 -14.93
C -8.98 -11.52 -14.47
C -10.51 -11.43 -14.52
C -10.97 -10.30 -13.61
C -10.32 -8.92 -13.88
N -8.89 -9.10 -14.17
O -8.15 -7.95 -14.39
C -11.06 -8.24 -15.08
C -10.42 -8.18 -12.56
C -8.58 -10.06 -16.43
H -6.66 -10.44 -13.55
H -6.14 -9.68 -15.04
H -6.47 -11.45 -14.93
H -8.75 -12.32 -15.18
H -8.63 -11.83 -13.49
H -10.95 -12.39 -14.24
H -10.86 -11.18 -15.52
H -10.91 -10.54 -12.54
H -12.05 -10.26 -13.80
H -10.43 -7.39 -15.35
H -11.18 -8.83 -15.99
H -12.07 -7.98 -14.77
H -9.98 -7.18 -12.56
H -11.44 -8.10 -12.18
H -9.89 -8.73 -11.78
H -9.62 -10.13 -16.78
H -8.05 -10.77 -17.07
H -8.30 -9.07 -16.79
H -7.51 -7.93 -13.66
C -4.32 -10.47 -7.26
C -5.68 -10.30 -8.01
C -6.59 -9.56 -6.98
C -7.87 -9.09 -7.69
C -7.53 -8.29 -8.94
C -6.62 -8.97 -9.97
N -5.46 -9.52 -9.22
O -4.61 -10.27 -10.07
C -7.44 -10.00 -10.78
C -6.03 -7.93 -10.93
C -6.27 -11.69 -8.21
H -4.44 -10.86 -6.25
H -3.74 -9.55 -7.25
H -3.67 -11.10 -7.87
H -6.97 -10.15 -6.14
H -6.06 -8.70 -6.58
H -8.32 -8.44 -6.94
H -8.47 -9.94 -7.99
H -7.23 -7.24 -8.84
H -8.48 -8.15 -9.47
H -6.87 -10.92 -10.93
H -8.33 -10.34 -10.25
H -7.75 -9.62 -11.75
H -5.19 -8.32 -11.50
H -6.82 -7.64 -11.63
H -5.77 -7.02 -10.39
H -5.57 -12.30 -8.78
H -7.19 -11.67 -8.81
H -6.60 -12.21 -7.31
H -3.76 -9.87 -9.86
C -13.92 -10.63 -11.13
O -13.61 -10.46 -9.76
H -14.72 -11.35 -11.31
H -14.23 -9.73 -11.69
H -13.13 -10.99 -11.78
H -12.66 -10.29 -9.69
C -6.70 -5.87 -5.22
O -6.28 -4.63 -4.70
H -6.04 -6.12 -6.06
H -6.74 -6.72 -4.54
H -7.65 -5.76 -5.76
H -6.72 -4.53 -3.85
C -7.55 -3.79 -8.44
O -7.47 -2.36 -8.51
H -6.62 -4.30 -8.72
H -7.89 -4.26 -7.53
H -8.29 -4.00 -9.23
H -7.56 -2.11 -9.43
C -13.33 -6.35 -10.97
O -14.01 -5.43 -10.11
H -13.90 -6.46 -11.90
H -12.42 -5.83 -11.29
H -13.03 -7.31 -10.54
H -14.01 -4.55 -10.52
C -11.92 -15.10 -12.07
C -11.29 -15.15 -10.67
C -12.02 -14.19 -9.70
O -11.76 -12.84 -10.05
C -10.47 -12.36 -9.70
N -11.39 -16.53 -10.21
H -11.52 -15.81 -12.79
H -11.66 -14.10 -12.45
H -13.01 -15.11 -11.98
H -10.21 -14.99 -10.65
H -11.74 -14.32 -8.65
H -13.10 -14.31 -9.74
H -9.64 -13.03 -9.92
H -10.53 -12.19 -8.62
H -10.29 -11.35 -10.07
H -10.87 -17.21 -10.75
H -12.35 -16.88 -10.24
C -10.67 -4.32 -4.39
C -11.88 -5.09 -5.00
C -12.37 -6.21 -4.06
O -13.23 -7.09 -4.78
C -13.23 -8.39 -4.18
N -12.99 -4.17 -5.34
H -10.74 -4.22 -3.31
H -10.53 -3.42 -5.00
H -9.81 -4.93 -4.68
H -11.53 -5.62 -5.88
H -12.92 -5.87 -3.19
H -11.47 -6.72 -3.69
H -13.65 -8.36 -3.17
H -12.22 -8.78 -4.11
H -13.82 -9.03 -4.82
H -13.30 -3.67 -4.51
H -12.53 -3.40 -5.84
C -17.08 -10.00 -8.96
C -16.43 -8.94 -8.06
C -16.40 -9.30 -6.59
O -16.04 -8.18 -5.77
C -16.54 -8.35 -4.47
N -15.17 -8.49 -8.60
H -18.13 -10.16 -8.73
H -16.56 -10.96 -8.97
H -17.06 -9.58 -9.97
H -17.13 -8.10 -8.15
H -15.73 -10.15 -6.40
H -17.41 -9.63 -6.34
H -17.51 -8.84 -4.40
H -16.69 -7.46 -3.85
H -15.91 -8.93 -3.78
H -15.33 -8.36 -9.60
H -14.56 -9.31 -8.60

***

Record 2
138
Properties=species:S:1:pos:R:3 method="wB97M-V/def2-TZVPD" lumo_energy_ev="-11.37 / -16.08" multiplicity=2 charge=+5 homo_lumo_gap_ev="8.630 / 3.918" s_squared=0.755
C 1.30 -1.27 -1.31
C 0.61 -0.17 -0.53
O -0.59 0.42 -1.00
H 0.75 -2.21 -1.28
H 2.31 -1.43 -0.94
H 1.31 -0.82 -2.31
H 1.29 0.63 -0.25
H 0.35 -0.69 0.39
C 1.93 4.85 2.05
O 1.95 3.75 1.18
C 1.45 3.97 -0.16
C -0.09 4.23 -0.21
N -0.87 3.07 0.43
H -0.70 2.19 -0.03
H -0.54 3.03 1.38
C -2.44 3.22 0.47
C -2.96 3.71 -0.93
O -2.56 5.10 -0.99
C -2.76 5.71 -2.26
H 2.60 4.71 2.90
H 1.01 5.13 2.56
H 2.34 5.73 1.55
H 1.61 3.04 -0.70
H 1.98 4.78 -0.67
H -0.39 4.18 -1.25
H -0.42 5.17 0.22
H -2.80 3.83 1.30
H -2.67 2.20 0.78
H -4.05 3.70 -0.97
H -2.64 3.05 -1.74
H -2.50 6.76 -2.44
H -3.77 5.56 -2.62
H -2.11 5.06 -2.83
C 0.64 -5.04 -1.94
O 1.96 -5.34 -1.80
C 2.60 -4.49 -0.84
C 4.15 -4.52 -0.99
N 4.48 -4.92 -2.46
H 5.10 -5.71 -2.41
H 3.57 -5.24 -2.77
C 4.96 -3.81 -3.35
C 3.80 -2.90 -3.87
O 2.92 -3.60 -4.71
C 1.75 -2.87 -5.02
H 0.15 -5.85 -2.48
H 0.33 -4.14 -2.46
H 0.13 -4.95 -0.99
H 2.28 -4.60 0.19
H 2.53 -3.46 -1.18
H 4.86 -5.09 -0.39
H 4.61 -3.55 -0.79
H 5.54 -4.29 -4.14
H 5.61 -3.23 -2.70
H 4.23 -2.12 -4.50
H 3.35 -2.35 -3.04
H 1.23 -2.80 -4.06
H 1.34 -3.38 -5.88
H 2.05 -1.86 -5.31
C -6.07 -2.79 -0.22
O -4.70 -2.46 -0.43
C -3.80 -3.45 -0.08
C -2.38 -2.87 -0.14
N -2.33 -1.50 0.64
H -1.67 -0.87 0.21
H -3.24 -1.10 0.47
C -2.14 -1.70 2.15
C -2.52 -0.40 2.78
O -3.88 -0.05 2.37
C -4.41 1.07 3.04
H -6.27 -2.71 0.85
H -6.35 -3.76 -0.63
H -6.72 -1.99 -0.56
H -4.07 -4.25 -0.76
H -3.93 -3.77 0.96
H -2.02 -2.62 -1.14
H -1.65 -3.55 0.30
H -1.06 -1.72 2.30
H -2.74 -2.57 2.39
H -1.99 0.40 2.25
H -2.32 -0.29 3.85
H -4.19 1.03 4.11
H -5.47 1.19 2.85
H -4.04 2.01 2.64
C 0.83 3.52 -5.19
O -0.32 2.73 -5.00
C 0.01 1.49 -4.39
C -1.02 0.40 -4.42
N -2.16 0.60 -3.36
H -1.82 0.82 -2.44
H -2.62 1.45 -3.66
C -3.19 -0.55 -3.25
C -4.48 -0.12 -2.47
O -4.12 0.66 -1.32
C -5.29 0.94 -0.58
H 1.60 3.40 -4.43
H 0.55 4.57 -5.25
H 1.36 3.29 -6.12
H 0.20 1.68 -3.33
H 0.97 1.12 -4.76
H -0.51 -0.55 -4.26
H -1.68 0.34 -5.28
H -2.56 -1.26 -2.71
H -3.29 -0.88 -4.28
H -5.10 -1.00 -2.32
H -5.07 0.58 -3.06
H -5.10 1.71 0.16
H -5.64 0.11 0.03
H -6.00 1.42 -1.25
C 3.24 -1.75 2.26
C 2.16 -1.43 3.37
N 2.22 0.02 3.95
C 2.44 1.14 2.89
C 0.88 0.41 4.66
C 0.42 -0.69 5.56
C 3.50 0.04 4.93
C 3.81 1.32 5.81
O 4.12 2.40 4.90
C 4.97 3.46 5.39
H 3.28 -2.81 2.03
H 4.24 -1.58 2.64
H 2.98 -1.14 1.38
H 2.18 -2.05 4.27
H 1.17 -1.55 2.93
H 3.49 1.16 2.59
H 2.23 2.13 3.29
H 1.76 0.94 2.07
H 0.06 0.61 3.96
H 1.12 1.35 5.15
H -0.44 -0.33 6.12
H 1.19 -0.89 6.30
H 0.15 -1.60 5.02
H 4.40 -0.17 4.36
H 3.45 -0.86 5.53
H 4.62 1.01 6.47
H 2.93 1.55 6.42
H 4.95 4.28 4.68
H 6.03 3.24 5.50
H 4.70 4.00 6.30

***

Record 3
156
Properties=species:S:1:pos:R:3 method="wB97M-V/def2-TZVPD" lumo_energy_ev=2.24 charge=-1 homo_lumo_gap_ev=7.816
P -4.77 -12.56 -5.07
F -3.66 -13.64 -4.83
F -5.62 -13.47 -4.02
F -3.77 -11.77 -3.99
F -5.81 -11.29 -5.11
F -3.68 -11.89 -6.11
F -5.50 -13.37 -6.35
C -1.04 -9.00 -7.08
O -1.29 -9.56 -8.33
C -2.65 -9.56 -8.71
C -3.45 -8.22 -8.75
N -4.89 -8.30 -8.79
C -5.47 -8.81 -9.99
C -6.84 -8.19 -10.14
O -6.70 -6.85 -10.57
C -8.04 -6.31 -10.92
H -1.70 -9.21 -6.24
H -1.00 -7.91 -7.09
H -0.01 -9.11 -6.74
H -3.14 -10.18 -7.95
H -2.56 -10.01 -9.70
H -3.05 -7.67 -9.60
H -3.23 -7.70 -7.81
H -5.28 -7.41 -8.54
H -5.72 -9.86 -10.10
H -4.95 -8.52 -10.90
H -7.40 -8.29 -9.21
H -7.39 -8.80 -10.86
H -8.96 -6.87 -10.75
H -7.88 -6.24 -11.99
H -8.02 -5.27 -10.58
C -4.07 -12.31 -13.83
O -4.71 -13.00 -12.79
C -4.93 -12.24 -11.62
C -5.61 -13.09 -10.44
N -4.73 -13.72 -9.51
C -5.30 -14.94 -8.89
C -5.36 -16.15 -9.83
O -4.14 -16.74 -10.17
C -3.84 -17.98 -9.45
H -4.45 -11.33 -14.11
H -3.97 -12.94 -14.71
H -3.03 -12.15 -13.57
H -5.60 -11.39 -11.76
H -3.98 -11.76 -11.35
H -6.31 -13.78 -10.90
H -6.25 -12.37 -9.94
H -4.48 -12.94 -8.92
H -6.27 -14.72 -8.44
H -4.65 -15.06 -8.01
H -5.50 -15.83 -10.87
H -6.20 -16.81 -9.62
H -4.59 -18.77 -9.45
H -3.77 -17.69 -8.40
H -2.97 -18.46 -9.90
C -1.21 -8.87 0.39
O -2.17 -9.94 0.16
C -2.05 -11.04 1.08
C -3.21 -12.07 0.89
N -4.41 -11.37 0.67
C -5.20 -12.08 -0.33
C -6.33 -11.14 -0.85
O -7.21 -10.76 0.24
C -8.45 -10.28 -0.05
H -1.23 -8.42 1.38
H -1.41 -8.10 -0.36
H -0.21 -9.24 0.19
H -2.18 -10.66 2.09
H -1.11 -11.60 1.11
H -3.38 -12.76 1.72
H -2.82 -12.77 0.15
H -4.14 -10.50 0.22
H -5.65 -12.90 0.21
H -4.70 -12.31 -1.27
H -6.93 -11.67 -1.60
H -5.91 -10.26 -1.34
H -8.94 -9.78 0.78
H -9.05 -11.15 -0.30
H -8.59 -9.50 -0.80
C -6.71 -19.44 -7.01
O -7.43 -18.24 -7.11
C -6.78 -17.04 -6.57
C -6.90 -17.01 -5.09
N -6.02 -18.01 -4.43
C -6.29 -18.04 -3.00
C -5.29 -18.89 -2.24
O -3.91 -18.81 -2.73
C -3.06 -19.39 -1.82
H -5.65 -19.41 -7.26
H -7.13 -20.19 -7.68
H -6.60 -19.88 -6.01
H -7.24 -16.20 -7.09
H -5.77 -17.10 -6.99
H -7.95 -16.95 -4.80
H -6.59 -15.99 -4.89
H -5.08 -17.68 -4.61
H -7.24 -18.55 -2.87
H -6.38 -17.03 -2.61
H -5.59 -19.94 -2.28
H -5.46 -18.70 -1.18
H -2.05 -19.32 -2.22
H -3.20 -20.42 -1.51
H -3.16 -18.77 -0.93
C -7.27 -8.35 -6.07
C -7.64 -8.62 -4.62
O -7.95 -9.97 -4.37
O -5.92 -7.93 -6.29
H -7.99 -7.55 -6.29
H -7.36 -9.24 -6.69
H -8.41 -7.92 -4.30
H -6.75 -8.27 -4.10
H -7.38 -10.58 -4.84
H -5.82 -8.27 -7.18
C -1.79 -7.70 -3.44
C -3.20 -8.25 -3.97
O -3.72 -7.39 -4.92
O -0.71 -7.91 -4.42
H -1.67 -8.28 -2.53
H -1.85 -6.66 -3.11
H -3.88 -8.45 -3.14
H -3.06 -9.21 -4.46
H -4.59 -7.76 -5.09
H -0.77 -7.31 -5.16
C -0.27 -11.90 -4.08
C 0.48 -12.01 -2.72
O -0.36 -12.08 -1.56
O -1.08 -12.97 -4.34
H 0.60 -11.99 -4.74
H -0.66 -10.89 -4.20
H 1.18 -11.19 -2.58
H 1.10 -12.90 -2.58
H -0.75 -11.21 -1.51
H -1.88 -12.75 -3.86
C -1.76 -13.34 -8.21
C -0.85 -14.65 -7.84
O -1.60 -15.70 -8.49
O -1.72 -12.95 -9.53
H -1.42 -12.51 -7.59
H -2.79 -13.49 -7.91
H -0.72 -14.80 -6.77
H 0.08 -14.51 -8.38
H -1.20 -16.56 -8.37
H -1.44 -12.03 -9.59
C -1.97 -16.08 -3.35
C -2.57 -16.74 -4.64
O -3.91 -16.24 -4.77
O -0.61 -15.69 -3.58
H -1.92 -16.88 -2.61
H -2.53 -15.24 -2.94
H -2.72 -17.81 -4.49
H -2.01 -16.56 -5.55
H -3.92 -15.33 -4.47
H -0.48 -14.80 -3.92
O -5.91 -11.41 -7.78
H -5.84 -12.00 -7.03
H -5.37 -10.66 -7.55